100
Properties=species:S:1:pos:R:3:forces:R:3 method="wB97M-V/def2-TZVPD" energy_ha=-2302.545359 orbital_gap_ha=0.3641 smiles=OCCO.OCCO.OCCO.OCCO.OCCO.OCCO.OCCO.OCCO.OCCO.OCCO
O -0.1540 -15.3807 0.5926 1.3 1.1 1.0
C -0.8261 -16.2338 -0.2348 -2.9 -0.9 0.7
C -2.1063 -16.6943 0.5638 0.5 -1.4 -1.8
O -1.7705 -17.4619 1.7100 0.7 1.1 0.1
H -0.2354 -15.8212 1.4416 0.4 0.3 0.6
H -1.2602 -15.6587 -1.0527 0.5 -0.2 -0.5
H -0.2044 -17.0821 -0.5210 -0.1 -0.1 -0.4
H -2.6713 -17.3915 -0.0549 -0.2 0.3 -0.6
H -2.7357 -15.8191 0.7251 0.1 0.2 0.5
H -2.5534 -17.9786 1.9144 -0.3 -0.3 0.3
O -7.9115 -24.0514 -0.5793 0.8 -2.0 1.4
C -7.5884 -23.2039 -1.6124 -2.5 -0.3 -1.2
C -8.5041 -23.5059 -2.8680 0.5 2.4 -0.2
O -9.9528 -23.3913 -2.6826 1.8 -0.6 0.4
H -8.8012 -23.9272 -0.2408 -0.1 0.3 -0.4
H -7.6944 -22.2193 -1.1568 0.1 0.7 -1.0
H -6.5842 -23.3660 -2.0041 0.2 -0.2 0.5
H -8.1326 -24.3467 -3.4539 -0.6 -0.9 0.7
H -8.2068 -22.7037 -3.5434 -0.1 0.5 -0.3
H -10.3102 -23.2014 -3.5532 -0.1 0.0 0.0
O -1.3205 -20.9774 -8.9533 0.6 -0.7 1.1
C -1.4321 -21.9180 -7.8576 1.2 1.2 0.4
C -1.1306 -21.2891 -6.4017 0.3 -0.6 -1.8
O -1.9959 -20.2047 -6.1876 -0.8 0.5 0.7
H -2.1518 -20.5291 -9.1255 -0.5 0.0 0.3
H -2.3646 -22.4774 -7.9339 -0.2 0.2 0.4
H -0.6120 -22.6141 -8.0339 -0.1 -0.2 0.1
H -0.1167 -20.9001 -6.3082 0.3 -0.1 -0.8
H -1.1260 -22.0247 -5.5974 -0.8 -0.5 -0.1
H -1.4838 -19.5447 -5.7145 -0.2 0.2 -0.1
O -1.7580 -15.2080 -4.2039 2.2 -1.3 -1.2
C -2.9909 -15.4290 -3.5985 -1.9 0.5 -1.3
C -3.5039 -16.9520 -3.6861 1.9 2.6 0.3
O -2.5790 -17.5689 -2.8049 -0.2 -1.4 0.5
H -1.6068 -14.2602 -4.2254 0.1 -0.1 0.0
H -2.7901 -14.9809 -2.6253 -1.4 -0.9 0.8
H -3.6136 -14.7688 -4.2022 -1.2 -0.1 0.5
H -3.3668 -17.4092 -4.6661 -0.2 0.5 -0.4
H -4.5502 -17.0880 -3.4126 0.3 0.2 0.4
H -1.7273 -17.4193 -3.2216 0.4 0.0 0.2
O -4.0482 -20.2590 -9.3821 0.4 -0.4 -0.2
C -5.0545 -19.7212 -8.5828 -0.9 1.5 0.1
C -6.1552 -19.0795 -9.4356 0.3 -0.1 0.5
O -6.7893 -19.9615 -10.3590 0.4 0.3 0.2
H -4.4659 -20.9575 -9.8913 0.1 -0.2 -0.3
H -5.3817 -20.3718 -7.7718 -0.2 -0.4 -0.2
H -4.6793 -18.8111 -8.1149 0.5 -0.2 0.4
H -5.6493 -18.2412 -9.9146 -0.1 -0.1 -0.6
H -6.8677 -18.6045 -8.7611 -0.4 -0.2 0.1
H -6.7050 -19.5544 -11.2243 -0.1 -0.2 -0.1
O -2.8461 -24.5527 -5.4423 2.1 0.4 1.2
C -4.0532 -24.1993 -5.9630 -3.0 -0.7 0.3
C -4.9907 -25.4203 -5.7102 0.6 -0.6 -2.9
O -4.4530 -26.4003 -6.6656 -1.1 -0.3 0.9
H -2.9301 -24.4865 -4.4883 0.3 0.0 0.4
H -4.5890 -23.3495 -5.5400 0.7 0.7 0.2
H -3.8478 -24.0255 -7.0193 -0.7 -0.1 -0.1
H -6.0392 -25.3267 -5.9932 0.0 0.6 -0.6
H -5.1210 -25.8104 -4.7007 1.1 0.1 0.4
H -3.4938 -26.3806 -6.6330 0.1 0.1 0.4
O -4.1560 -18.9712 2.2507 0.3 -0.8 -1.1
C -4.6870 -20.1052 1.5067 -1.6 0.4 1.1
C -6.2441 -19.9410 1.4403 1.4 0.4 -0.7
O -6.7895 -19.7588 2.7423 0.3 -0.3 -0.6
H -4.4213 -19.0152 3.1723 -0.3 -0.2 0.0
H -4.2593 -20.1355 0.5046 0.0 0.4 0.0
H -4.4598 -21.0660 1.9686 0.2 0.1 0.4
H -6.7074 -20.7424 0.8650 0.0 -0.6 0.3
H -6.3818 -19.0691 0.8008 -0.2 0.5 0.2
H -7.6850 -19.4389 2.6106 -0.1 0.0 0.2
O -7.0144 -15.4607 -4.4552 -0.4 0.2 1.1
C -7.8817 -16.4443 -5.0120 0.9 1.0 -0.8
C -7.3845 -17.8379 -4.8037 0.3 0.5 -0.4
O -6.0921 -17.8938 -5.4511 -1.3 -0.1 0.4
H -6.3469 -15.1383 -5.0653 -0.2 -0.4 -0.3
H -8.9059 -16.3157 -4.6619 0.1 0.1 0.4
H -7.8851 -16.2398 -6.0826 -0.3 -0.4 -0.3
H -8.1847 -18.4403 -5.2337 0.3 -0.7 -0.5
H -7.3597 -18.0989 -3.7457 0.4 0.1 0.2
H -5.8030 -18.8091 -5.4657 0.4 -0.5 0.1
O -1.2110 -23.9883 -0.0519 -0.1 0.6 -1.4
C -2.0885 -23.0099 -0.6932 -0.3 -0.6 1.4
C -3.4477 -23.6043 -0.9979 -1.0 1.1 0.0
O -3.5743 -24.2210 -2.2480 0.7 -1.1 -0.8
H -1.4638 -24.1230 0.8643 -0.2 0.2 0.0
H -2.2356 -22.1771 -0.0055 0.0 0.2 0.0
H -1.6732 -22.5835 -1.6064 0.5 -0.4 0.1
H -4.1998 -22.8244 -1.1174 0.1 0.5 0.6
H -3.8161 -24.2705 -0.2178 0.2 -0.1 0.3
H -3.0190 -25.0020 -2.1915 0.1 -0.4 -0.3
O -4.6887 -20.4745 -4.9083 -0.7 -0.1 0.2
C -4.8735 -21.1849 -3.6635 0.4 0.7 -1.0
C -4.8802 -20.2109 -2.4878 0.1 0.0 -0.8
O -3.5872 -20.0140 -1.9757 0.1 -1.2 1.0
H -3.7592 -20.2710 -5.0352 0.5 -0.1 -0.3
H -5.8064 -21.7355 -3.7848 -0.1 0.1 0.2
H -4.0547 -21.9006 -3.5899 0.0 -0.2 0.5
H -5.5935 -20.5929 -1.7573 0.3 0.1 0.6
H -5.2284 -19.2366 -2.8305 -0.6 -0.1 -0.2
H -3.1554 -19.2364 -2.3369 0.0 0.6 -0.2